No. 1
{"formula": "C18H22Cl2N3", "method": "wB97M-V/def2-TZVPD", "largest_force_ev_per_a": 4.570, "de_lowest_kj_mol": 102.7, "homo_energy_ev": -11.6, "total_charge": 1, "spin_multiplicity": 1, "species": ["Cl", "C", "C", "C", "C", "C", "C", "C", "C", "C", "Cl", "C", "C", "C", "C", "H", "H", "H", "H", "H", "H", "H", "H", "H", "C", "N", "C", "C", "N", "N", "C", "C", "H", "H", "H", "H", "H", "H", "H", "H", "H", "H", "H", "H", "H"], "coordinates": [[1.412572, -7.050203, -1.165543], [1.029462, -5.391216, -1.011353], [1.629496, -4.625625, 0.003192], [1.351466, -3.269671, 0.109265], [0.514338, -2.600492, -0.826418], [0.287526, -1.168127, -0.655596], [0.083233, -0.324083, -1.784567], [-0.277089, 1.065685, -1.744783], [-0.722407, 1.780949, -2.845915], [-0.694719, 1.189162, -4.113448], [-1.254441, 2.043431, -5.475963], [-0.182926, -0.113891, -4.251896], [0.217543, -0.828856, -3.128644], [-0.135890, -3.425185, -1.804849], [0.149589, -4.778560, -1.921418], [2.329031, -5.094670, 0.683836], [1.770973, -2.670563, 0.912242], [0.064464, -0.894435, 0.406705], [-0.174847, 1.593374, -0.804502], [-1.074053, 2.809706, -2.724686], [-0.118133, -0.554648, -5.240265], [0.635940, -1.822714, -3.283039], [-0.896134, -2.985795, -2.454475], [-0.272595, -5.371768, -2.724537], [-1.965232, 2.943998, 2.315487], [-1.379134, 1.760351, 1.695378], [-2.317372, 1.060616, 0.827518], [-0.039819, 1.454606, 1.720665], [0.461426, 0.527236, 0.891479], [0.820235, 2.110245, 2.551977], [0.415448, 2.998357, 3.616330], [2.227713, 1.783184, 2.549057], [-2.022956, 2.829929, 3.408909], [-1.448394, 3.878575, 2.039378], [-3.000630, 3.028075, 1.967212], [-2.031720, 0.010055, 0.730938], [-3.307165, 1.139944, 1.302381], [-2.379024, 1.527512, -0.173197], [1.473450, 0.554848, 0.971057], [0.151259, 3.994937, 3.233813], [-0.391110, 2.580681, 4.238040], [1.269840, 3.145204, 4.280342], [2.636133, 1.775731, 1.541476], [2.755720, 2.557260, 3.093800], [2.398932, 0.826852, 3.044616]], "forces_ev_per_a": [[-0.04, -0.08, 0.00], [0.08, 1.15, -0.08], [-0.16, 0.07, -0.27], [-0.55, 0.26, -0.33], [-0.06, -0.96, -0.28], [-1.44, -3.07, -1.88], [0.28, 0.53, -0.93], [-0.25, 0.22, 0.27], [0.20, -0.12, 0.23], [0.08, -0.59, 0.54], [0.05, -0.01, 0.00], [0.04, -0.08, 0.47], [-0.09, -0.04, -0.14], [0.44, 0.39, 0.16], [0.24, -0.02, 0.47], [-0.13, -0.01, 0.02], [0.16, -0.21, -0.06], [0.50, 0.12, -1.43], [-0.23, -0.25, -0.18], [0.26, -0.38, -0.10], [0.09, 0.04, 0.12], [-0.06, 0.41, -0.02], [0.29, -0.20, 0.20], [-0.18, 0.06, 0.19], [-0.46, 0.37, 0.29], [0.40, 0.04, 0.19], [0.08, -0.15, -0.07], [1.05, -0.61, -0.74], [-0.74, 3.43, 2.92], [-0.64, 0.45, 0.07], [0.05, 0.60, 0.89], [0.08, -0.04, -0.03], [-0.11, 0.32, -0.59], [-0.27, -0.46, 0.14], [0.35, 0.02, -0.04], [-0.14, 0.17, -0.06], [0.37, -0.31, -0.27], [-0.02, -0.25, 0.36], [-0.22, -0.42, 0.07], [-0.01, -0.34, 0.36], [0.46, 0.22, -0.27], [-0.17, -0.09, -0.06], [0.15, -0.02, -0.05], [0.08, -0.01, 0.00], [0.20, -0.14, -0.08]], "lowdin_charge": [0.7443, -0.6553, -0.0768, -0.0034, -0.1803, 0.1005, -0.1439, 0.0008, -0.0724, -0.6462, 0.7793, -0.0637, 0.0095, -0.0266, -0.0738, 0.1135, 0.1212, 0.0775, 0.0921, 0.1227, 0.1172, 0.1141, 0.1216, 0.1154, -0.0640, -0.1296, -0.0413, -0.3579, 0.0087, -0.1396, -0.0673, -0.0518, 0.0846, 0.0971, 0.0911, 0.0879, 0.0961, 0.0888, 0.0475, 0.0913, 0.0928, 0.0909, 0.0900, 0.0914, 0.1059]}

=====

No. 2
{"formula": "C18H22Cl36FN3O3", "method": "wB97M-V/def2-TZVPD", "largest_force_ev_per_a": 5.332, "de_lowest_kj_mol": 86.9, "homo_energy_ev": -9.9, "total_charge": 0, "spin_multiplicity": 1, "species": ["C", "C", "C", "F", "N", "O", "C", "N", "C", "O", "O", "C", "N", "H", "H", "H", "H", "H", "H", "H", "H", "H", "H", "C", "Cl", "Cl", "Cl", "H", "C", "Cl", "Cl", "Cl", "H", "C", "Cl", "Cl", "Cl", "H", "C", "Cl", "Cl", "Cl", "H", "C", "Cl", "Cl", "Cl", "H", "C", "Cl", "Cl", "Cl", "H", "C", "Cl", "Cl", "Cl", "H", "C", "Cl", "Cl", "Cl", "H", "C", "Cl", "Cl", "Cl", "H", "C", "Cl", "Cl", "Cl", "H", "C", "Cl", "Cl", "Cl", "H", "C", "Cl", "Cl", "Cl", "H"], "coordinates": [[0.968160, -0.468035, -0.715490], [-0.065331, -1.649716, -0.421882], [-0.570522, -2.065852, -1.839299], [-0.952414, -0.888706, -2.494962], [-1.602802, -3.081273, -1.784835], [-1.955107, -3.553259, -3.064287], [-3.013223, -2.885400, -3.569571], [-3.607213, -2.102274, -4.113485], [-2.756847, -2.715269, -0.973701], [-3.359410, -3.591218, -0.448070], [-3.128813, -1.435989, -0.755912], [-4.528140, -1.166985, -1.090812], [-4.552775, 0.016575, -1.937538], [1.604946, -0.808011, -1.554568], [0.435860, 0.451981, -1.000204], [1.518162, -0.298183, 0.224683], [-0.877490, -1.183638, 0.177050], [0.386967, -2.488439, 0.135730], [0.274857, -2.494883, -2.420395], [-5.140733, -0.999203, -0.191660], [-4.936297, -2.041750, -1.633210], [-4.976052, 0.796741, -1.448987], [-5.059678, -0.182695, -2.802278], [2.947460, 3.126558, -1.972351], [3.812046, 1.644920, -2.397193], [1.573970, 2.746547, -0.930767], [4.030332, 4.278500, -1.182684], [2.571675, 3.580688, -2.882312], [1.486644, 1.180693, 2.944663], [3.101068, 0.496941, 3.174278], [0.322280, -0.099517, 2.583970], [0.993818, 2.100825, 4.367919], [1.519593, 1.856690, 2.096295], [-3.056288, -7.123725, 0.712343], [-1.552074, -7.544427, 1.539527], [-3.180200, -7.985417, -0.825188], [-4.451622, -7.485144, 1.734753], [-3.048980, -6.057291, 0.509618], [0.838406, 5.236969, 6.659959], [2.129633, 4.834132, 7.796762], [1.511905, 5.748857, 5.110484], [-0.237160, 3.851242, 6.444041], [0.260620, 6.058931, 7.066497], [-0.272732, -5.796206, -5.988162], [1.331661, -6.492265, -5.723594], [-1.450523, -7.064966, -6.340773], [-0.783180, -4.846624, -4.586366], [-0.218365, -5.135630, -6.846212], [5.302604, 3.246750, 4.729959], [4.592932, 3.532448, 3.134674], [6.877582, 4.035478, 4.859842], [4.209674, 3.811894, 5.998110], [5.447592, 2.178181, 4.855256], [7.708498, 0.391288, 3.419565], [6.299018, -0.674682, 3.486770], [7.494804, 1.624847, 2.175793], [8.002326, 1.131689, 4.998083], [8.574499, -0.206164, 3.158526], [9.887652, 6.128490, 6.753879], [9.866678, 4.948276, 5.439913], [9.369030, 5.382025, 8.267971], [11.495396, 6.838858, 6.928169], [9.189960, 6.921382, 6.509278], [-4.285550, 0.711872, -7.112929], [-5.115754, 0.659871, -5.555525], [-5.058998, -0.376483, -8.270930], [-4.247755, 2.362974, -7.740858], [-3.263760, 0.380390, -6.965500], [4.547302, -2.317775, -1.471147], [3.136680, -3.383470, -1.476683], [4.427032, -1.115368, -2.762214], [4.724785, -1.526652, 0.097899], [5.429045, -2.922223, -1.650485], [-7.183593, 2.857128, -2.596155], [-6.335923, 4.187628, -3.386810], [-6.684210, 1.307154, -3.293513], [-6.891360, 2.893218, -0.852964], [-8.247516, 2.980398, -2.766279], [-8.787887, -0.404320, 0.416394], [-9.091576, -2.141969, 0.377411], [-7.192633, -0.067713, 1.094017], [-8.954124, 0.292544, -1.201593], [-9.528519, 0.056267, 1.060246]], "forces_ev_per_a": [[-0.69, -1.34, 0.52], [0.06, 1.34, -0.86], [0.87, -0.01, 0.42], [-0.24, -0.72, -0.11], [0.81, 2.27, 1.63], [-2.83, 0.82, 0.29], [4.57, -2.27, 1.56], [-2.93, 2.11, -1.68], [-0.81, 0.14, 0.95], [-0.65, -1.50, 0.06], [1.13, -0.38, -1.04], [-0.79, 0.83, -0.87], [-0.15, -1.34, 0.61], [0.05, 0.51, 0.58], [0.19, -0.67, 0.09], [0.15, 0.02, -0.74], [0.29, -0.65, -0.41], [-0.17, 0.34, -0.44], [-0.54, 0.24, 0.24], [0.81, -0.31, -0.09], [0.31, 0.44, 0.39], [0.03, -0.14, -0.24], [0.71, 0.12, 0.62], [0.19, 0.01, 0.00], [-0.28, 0.69, 0.20], [0.05, 0.31, -0.03], [-0.05, -0.02, -0.04], [0.00, -0.02, 0.09], [0.07, 0.01, 0.14], [-0.11, -0.13, -0.07], [-0.07, 0.07, 0.20], [0.14, -0.24, -0.42], [0.04, -0.06, 0.04], [-0.03, -0.02, -0.03], [-0.04, 0.06, -0.02], [0.02, 0.09, 0.03], [0.05, 0.05, -0.02], [-0.01, -0.08, -0.02], [0.09, -0.08, -0.15], [-0.40, 0.25, 0.36], [-0.14, 0.09, 0.05], [-0.19, 0.30, 0.32], [0.05, -0.08, 0.01], [0.10, -0.03, 0.14], [-0.03, 0.04, -0.05], [0.03, 0.07, -0.02], [0.66, -0.96, -1.29], [0.00, -0.07, 0.05], [-0.04, 0.13, -0.01], [0.04, 0.18, 0.03], [-0.40, 0.34, 0.02], [0.44, -0.29, -0.35], [-0.02, 0.05, -0.05], [0.03, 0.06, 0.00], [0.07, -0.02, 0.01], [0.04, -0.11, 0.02], [0.19, -0.50, -0.09], [-0.08, 0.02, 0.03], [0.05, -0.06, 0.06], [0.15, 0.09, 0.03], [-0.02, 0.05, -0.07], [-0.08, 0.01, -0.02], [0.05, -0.07, 0.01], [-0.04, -0.17, 0.06], [0.41, 0.11, -0.76], [0.07, 0.02, 0.03], [0.03, -0.04, 0.03], [-0.08, 0.02, -0.02], [-0.05, 0.09, 0.11], [0.08, -0.03, -0.03], [0.19, -0.78, -0.12], [0.01, -0.02, -0.08], [-0.08, 0.04, 0.00], [0.13, 0.07, -0.06], [-0.08, -0.07, 0.00], [-1.18, 0.93, 0.09], [0.11, 0.13, -0.07], [0.07, -0.04, 0.03], [-0.11, -0.04, -0.07], [0.01, 0.09, 0.01], [-0.12, 0.06, 0.10], [-0.22, -0.32, 0.23], [0.06, -0.03, -0.04]], "lowdin_charge": [-0.1476, -0.1588, -0.3049, 0.0123, 0.0406, -0.2007, -0.2843, 0.2424, -0.5036, 0.1778, 0.0114, -0.2188, 0.0124, 0.0402, 0.0207, 0.0202, 0.0868, 0.1141, 0.1448, 0.0636, 0.1264, 0.0106, -0.0408, -1.5090, 0.4928, 0.5785, 0.5276, 0.0161, -1.5111, 0.4925, 0.5890, 0.5027, -0.0046, -1.5496, 0.5133, 0.5154, 0.5152, -0.0114, -1.5065, 0.4972, 0.5159, 0.4988, 0.0143, -1.5111, 0.5170, 0.5262, 0.6985, 0.0140, -1.5299, 0.4944, 0.4613, 0.4936, -0.0310, -1.5043, 0.5115, 0.5354, 0.5348, 0.0146, -1.5448, 0.4987, 0.5232, 0.5232, 0.0152, -1.5310, 0.4900, 0.5190, 0.5214, 0.0141, -1.5046, 0.5557, 0.4905, 0.5242, 0.0150, -1.4949, 0.5517, 0.5158, 0.5204, 0.0138, -1.5145, 0.5408, 0.5524, 0.5224, 0.0157]}

=====

Gap between HOMO and LUMO values (in eV) by entry order: 6.38, 10.08.
Lowest unoccupied orbital energy values (in eV) by entry order: -5.20, 0.19.